No. 1
{
  "formula": "C23H54N3O8",
  "method": "the ωB97M-V functional and the def2-TZVPD basis",
  "gap_ev": 8.1,
  "e_tot_ev": -45565.3787,
  "charge": 1,
  "elements": ["C", "C", "C", "C", "C", "C", "N", "C", "N", "N", "H", "H", "H", "H", "H", "H", "H", "H", "H", "H", "H", "H", "H", "H", "C", "O", "C", "C", "O", "C", "H", "H", "H", "H", "H", "H", "H", "H", "H", "H", "C", "O", "C", "C", "O", "C", "H", "H", "H", "H", "H", "H", "H", "H", "H", "H", "C", "O", "C", "C", "O", "C", "H", "H", "H", "H", "H", "H", "H", "H", "H", "H", "C", "O", "C", "C", "O", "C", "H", "H", "H", "H", "H", "H", "H", "H", "H", "H"],
  "coordinates": [[-0.1359, 1.0193, 1.9413], [-0.0358, 0.0398, 0.7750], [-0.4961, 0.6333, -0.5709], [-1.9364, 1.1516, -0.3837], [0.5006, 1.6766, -1.0055], [1.8583, 1.5595, -0.9347], [2.4139, 2.7198, -1.4322], [1.4427, 3.5231, -1.8269], [0.2791, 2.9325, -1.5961], [-0.9076, 3.5659, -1.9323], [0.4526, 0.6374, 2.7687], [0.2573, 2.0009, 1.6885], [-1.1508, 1.1292, 2.2986], [-0.6323, -0.8408, 0.9780], [0.9963, -0.2923, 0.7215], [-0.5152, -0.1496, -1.3220], [-2.4458, 0.5497, 0.3543], [-2.4922, 1.1830, -1.3129], [-1.9118, 2.1547, 0.0246], [2.3940, 0.7159, -0.5590], [3.4023, 2.9006, -1.4747], [1.5949, 4.4881, -2.2692], [-1.3069, 4.0305, -1.1291], [-1.5533, 2.9102, -2.3418], [0.2496, -1.8206, -5.0921], [-0.3302, -2.0587, -3.8183], [-1.7398, -2.2473, -3.8787], [-2.1233, -3.7107, -3.8451], [-1.6597, -4.3988, -4.9930], [-0.4714, -5.1362, -4.7612], [1.3245, -1.9678, -4.9988], [-0.1360, -2.5086, -5.8455], [0.0609, -0.7904, -5.4150], [-2.1531, -1.7653, -4.7693], [-2.1692, -1.7538, -2.9990], [-3.2146, -3.7869, -3.8385], [-1.7506, -4.1876, -2.9331], [-0.7014, -6.0633, -4.2258], [0.2588, -4.5598, -4.1890], [-0.0369, -5.3902, -5.7264], [3.3910, 1.1113, 4.0816], [2.5011, 0.4352, 4.9459], [3.0521, -0.7497, 5.5097], [3.5805, -0.5246, 6.9089], [4.6718, 0.3798, 6.9243], [4.3164, 1.6953, 7.3148], [2.9963, 2.1146, 3.9205], [4.3936, 1.1903, 4.5059], [3.4470, 0.5931, 3.1145], [3.8451, -1.1432, 4.8666], [2.2507, -1.4929, 5.5501], [3.9426, -1.4795, 7.3004], [2.7798, -0.1734, 7.5664], [4.1686, 1.7474, 8.3981], [3.4094, 2.0381, 6.8116], [5.1407, 2.3528, 7.0436], [-3.0504, -5.5612, -0.1166], [-3.3172, -6.4637, -1.1718], [-2.2161, -7.3126, -1.4693], [-2.3726, -8.6818, -0.8457], [-2.3604, -8.6256, 0.5707], [-3.6520, -8.6817, 1.1530], [-4.0018, -5.1599, 0.2299], [-2.5484, -6.0491, 0.7213], [-2.4287, -4.7299, -0.4744], [-1.2766, -6.8501, -1.1499], [-2.1826, -7.4262, -2.5576], [-1.5265, -9.3036, -1.1535], [-3.2891, -9.1589, -1.2046], [-4.0399, -9.7051, 1.1279], [-4.3555, -8.0179, 0.6462], [-3.5583, -8.3696, 2.1918], [-0.4286, 7.1845, -2.4731], [-1.1560, 7.3677, -1.2702], [-0.6254, 6.6768, -0.1566], [0.2552, 7.5548, 0.7056], [1.4188, 7.9667, 0.0122], [1.3400, 9.2908, -0.5010], [-0.7591, 7.9461, -3.1757], [0.6472, 7.2987, -2.3143], [-0.6341, 6.1980, -2.9026], [-0.0552, 5.7968, -0.4858], [-1.4735, 6.3286, 0.4446], [0.5829, 6.9759, 1.5753], [-0.3104, 8.4164, 1.0695], [1.4776, 10.0195, 0.3028], [0.3864, 9.4768, -0.9979], [2.1445, 9.4114, -1.2238]],
  "forces_ev_per_a": [[0.1, -0.3, 0.0], [0.3, 0.4, 0.0], [-0.6, 0.2, 0.5], [0.6, 0.4, -0.1], [0.4, 0.0, -0.2], [-0.8, 0.2, 0.0], [-0.2, -0.7, 0.3], [0.4, 0.3, -0.2], [0.1, -0.6, 0.4], [0.0, 0.4, -0.3], [0.1, 0.0, 0.2], [0.1, 0.2, -0.1], [-0.3, 0.1, 0.0], [-0.1, -0.2, 0.0], [0.1, -0.2, -0.2], [0.2, -0.2, -0.2], [-0.3, -0.3, -0.1], [-0.2, -0.1, -0.1], [-0.1, 0.2, 0.2], [0.5, 0.0, 0.0], [0.1, 0.2, -0.1], [-0.2, 0.2, -0.1], [-0.1, -0.1, 0.1], [-0.1, -0.1, 0.0], [0.1, 0.0, 0.0], [-0.1, 0.1, -0.1], [0.1, 0.0, 0.3], [-0.2, -0.1, -0.2], [0.2, 0.1, 0.1], [-0.1, -0.1, 0.0], [0.0, 0.0, 0.0], [0.0, 0.0, 0.0], [0.0, 0.0, 0.0], [0.0, 0.0, 0.0], [0.0, 0.0, 0.0], [0.0, 0.0, 0.1], [0.0, 0.0, 0.0], [0.1, 0.0, 0.0], [0.0, 0.0, 0.0], [-0.1, 0.0, 0.0], [-0.1, 0.0, 0.0], [0.0, 0.0, 0.0], [-0.2, 0.0, 0.0], [0.2, 0.0, 0.1], [-0.1, 0.1, -0.1], [0.1, 0.0, 0.1], [0.0, 0.0, 0.0], [0.0, 0.0, 0.0], [0.1, 0.0, 0.0], [0.0, 0.0, 0.0], [0.0, 0.0, 0.0], [0.0, 0.0, 0.0], [0.0, 0.0, 0.0], [0.0, 0.0, 0.0], [0.0, 0.0, 0.0], [0.0, 0.0, 0.0], [0.0, 0.1, -0.1], [0.1, 0.0, 0.1], [-0.2, 0.0, -0.2], [0.2, -0.1, 0.1], [-0.1, 0.1, 0.0], [0.0, -0.1, 0.0], [0.0, 0.0, -0.1], [0.0, 0.0, 0.0], [0.0, 0.0, 0.1], [0.0, 0.0, 0.1], [0.0, 0.0, 0.0], [0.0, 0.0, 0.0], [0.0, 0.0, 0.0], [0.0, 0.0, 0.0], [0.0, 0.0, 0.0], [0.0, 0.0, 0.0], [0.0, 0.0, 0.0], [0.1, -0.1, 0.0], [-0.2, 0.1, 0.0], [0.3, -0.1, 0.1], [-0.1, 0.0, -0.1], [0.1, 0.0, 0.1], [0.0, 0.0, 0.0], [0.0, 0.0, 0.0], [0.0, 0.0, 0.0], [0.1, 0.0, 0.0], [0.0, 0.0, 0.0], [0.0, 0.0, 0.0], [0.0, 0.0, 0.0], [0.0, 0.0, 0.0], [0.0, 0.0, 0.0], [0.0, 0.0, 0.0]],
  "mulliken_charge": [-1.1698, -0.8755, 1.4586, -1.8932, -0.1990, -0.7710, -0.0082, -0.3134, 0.4435, -0.7962, 0.4040, 0.2334, 0.3218, 0.5708, 0.4617, 0.0837, 0.4408, 0.3487, 0.5161, 0.4589, 0.2318, 0.5510, 0.1938, 0.2899, -0.8133, -0.3374, -0.3854, -0.4604, -0.4084, -0.5510, 0.2675, 0.3681, 0.3028, 0.3743, 0.2851, 0.3936, 0.2429, 0.1542, 0.2957, 0.2733, -0.8088, -0.3367, -0.4970, -0.5333, -0.3761, -0.7021, 0.2518, 0.4743, 0.2491, 0.3495, 0.3694, 0.3729, 0.3344, 0.3265, 0.2955, 0.2474, -0.6470, -0.3743, -0.2083, -0.7390, -0.3739, -0.6972, 0.2807, 0.3514, 0.1779, 0.3586, 0.2603, 0.3823, 0.3619, 0.3265, 0.2992, 0.2423, -0.6412, -0.4010, 0.1706, -0.6784, -0.3984, -0.7438, 0.2824, 0.2971, 0.2481, -0.2693, 0.4756, 0.3933, 0.3443, 0.3229, 0.3510, 0.2444]
}



No. 2
{
  "formula": "C23H55AlCl2O14PS4",
  "method": "the ωB97M-V functional and the def2-TZVPD basis",
  "gap_ev": 6.6,
  "e_tot_ev": -137680.2265,
  "charge": -1,
  "elements": ["C", "C", "C", "C", "C", "C", "C", "C", "Al", "O", "P", "O", "C", "Cl", "C", "C", "Cl", "H", "H", "H", "H", "H", "H", "H", "H", "H", "H", "H", "H", "H", "H", "H", "H", "H", "H", "H", "H", "H", "H", "H", "O", "S", "O", "O", "C", "C", "C", "H", "H", "H", "H", "H", "H", "H", "H", "O", "S", "O", "O", "C", "C", "C", "H", "H", "H", "H", "H", "H", "H", "H", "O", "S", "O", "O", "C", "C", "C", "H", "H", "H", "H", "H", "H", "H", "H", "O", "S", "O", "O", "C", "C", "C", "H", "H", "H", "H", "H", "H", "H", "H"],
  "coordinates": [[1.8050, -3.5122, -1.0616], [2.0247, -4.9688, -0.4793], [0.6706, -5.7232, -0.1382], [0.1393, -5.3710, 1.3441], [-0.0263, -6.6438, 2.2677], [-0.5719, -6.3361, 3.7332], [-0.6891, -4.7950, 4.1025], [-2.0139, -4.1099, 3.5000], [-1.6116, -2.4069, 2.4103], [0.2191, -2.2949, 2.1681], [-2.5369, -2.6550, 0.2326], [-3.8633, -1.8205, 0.1254], [-2.5002, -0.7492, 3.1995], [-4.3160, -0.8856, 3.5015], [-1.9134, 0.4641, 3.5293], [-2.6479, 1.7366, 4.0990], [-0.1052, 0.6783, 3.3049], [2.7611, -3.1605, -1.5694], [1.5849, -2.7375, -0.2691], [0.9889, -3.4665, -1.8436], [2.6577, -4.8923, 0.4561], [2.6243, -5.5456, -1.2531], [0.8239, -6.8411, -0.1765], [-0.1073, -5.4682, -0.9224], [-0.8642, -4.8878, 1.1959], [0.9170, -4.7063, 1.8078], [0.9559, -7.2032, 2.2676], [-0.7792, -7.3280, 1.7626], [0.0546, -6.9163, 4.4836], [-1.6182, -6.7692, 3.7930], [0.2531, -4.2144, 3.8869], [-0.8194, -4.7554, 5.2363], [-2.4703, -4.8764, 2.7994], [-2.7393, -3.8256, 4.3306], [0.3882, -2.2385, 1.2141], [-1.6317, -2.0271, -0.7139], [-2.7493, -4.0334, -0.0966], [-2.4361, 2.5742, 3.3560], [-3.7645, 1.6353, 4.1435], [-2.2522, 2.0344, 5.1091], [1.4206, -0.3597, -2.1358], [1.2142, 0.9736, -2.6276], [2.2357, 1.6837, -3.3502], [0.6894, 1.9044, -1.4163], [1.4660, 1.9645, -0.2120], [2.6870, 2.8500, -0.3739], [-0.2719, 1.0029, -3.5866], [1.7457, 0.9599, 0.1152], [0.8169, 2.3858, 0.5580], [3.4012, 2.4104, -1.0724], [3.1923, 2.9870, 0.5820], [2.4055, 3.8280, -0.7718], [-1.0631, 0.5068, -3.0261], [-0.0784, 0.4700, -4.5166], [-0.5347, 2.0383, -3.7980], [-0.3790, 6.6672, 0.0088], [-1.7984, 6.8122, -0.1670], [-2.7230, 6.5589, 0.9034], [-2.2549, 5.9653, -1.4614], [-1.9118, 4.5757, -1.5242], [-2.8178, 3.7366, -0.6426], [-2.1330, 8.4179, -0.8290], [-0.8600, 4.4249, -1.2672], [-2.0389, 4.2660, -2.5636], [-2.6517, 3.9564, 0.4133], [-2.6293, 2.6728, -0.7991], [-3.8679, 3.9479, -0.8553], [-1.4665, 8.5985, -1.6705], [-1.9504, 9.1471, -0.0410], [-3.1750, 8.4601, -1.1416], [5.5932, 3.1829, 0.8656], [6.6846, 3.0368, 1.7895], [6.4663, 2.7285, 3.1758], [7.6319, 4.3408, 1.6894], [7.0340, 5.6281, 1.8615], [6.7561, 5.9283, 3.3226], [7.8411, 1.8724, 1.1310], [6.1252, 5.7132, 1.2598], [7.7474, 6.3582, 1.4742], [5.9787, 5.2719, 3.7174], [6.4216, 6.9601, 3.4462], [7.6515, 5.7688, 3.9270], [8.0465, 2.1277, 0.0929], [7.3889, 0.8835, 1.1931], [8.7515, 1.9041, 1.7273], [-3.6346, -3.2219, -2.7717], [-4.7993, -2.7974, -3.4936], [-5.7179, -3.7419, -4.0745], [-4.3505, -1.7412, -4.6353], [-3.3369, -2.1342, -5.5594], [-3.8783, -3.0712, -6.6233], [-5.7109, -1.6682, -2.4861], [-2.4889, -2.5807, -5.0327], [-2.9766, -1.2199, -6.0361], [-4.1648, -4.0316, -6.1913], [-3.1248, -3.2576, -7.3915], [-4.7695, -2.6492, -7.0927], [-5.0260, -0.9257, -2.0802], [-6.1667, -2.2375, -1.6779], [-6.4828, -1.1982, -3.0949]],
  "forces_ev_per_a": [[0.5, 0.2, -0.1], [-0.2, 0.2, -0.4], [0.2, -0.1, 0.6], [0.4, -0.7, -0.8], [-0.5, 0.0, -0.7], [0.0, 0.0, -0.2], [-0.7, -0.2, 1.2], [0.5, 0.0, -0.1], [1.3, -0.8, 0.8], [-1.4, 0.1, -0.4], [-2.2, 2.5, 0.1], [1.5, -1.4, -0.1], [1.0, 2.2, 0.5], [1.4, 0.2, -0.2], [-1.9, -1.0, 0.2], [0.8, 0.1, -1.0], [-1.8, -0.1, 0.2], [-1.1, -0.4, 0.6], [0.1, -1.0, -0.8], [0.8, -0.2, 0.9], [-0.6, -0.2, -1.0], [-0.7, 0.5, 0.9], [0.0, 1.0, -0.1], [0.8, -0.3, 0.9], [1.1, -0.1, 0.6], [-1.2, -0.2, -0.4], [-0.9, 0.6, 0.2], [0.9, 0.6, 0.5], [-0.6, 0.8, -0.8], [1.1, 0.5, 0.1], [-0.9, -0.7, 0.0], [0.3, -0.1, -1.3], [0.1, 0.9, 0.9], [0.7, -0.7, -1.0], [0.0, 0.1, 0.5], [0.0, -1.1, 0.0], [0.4, 0.3, -0.5], [-0.2, -0.8, 1.1], [1.2, -0.3, 0.0], [-0.3, -0.3, -1.0], [0.3, 0.5, -0.2], [-0.6, 0.5, 0.5], [-0.1, -0.5, 0.2], [-0.2, -0.5, -1.0], [0.7, 0.2, 0.8], [0.1, -0.1, -0.3], [-0.2, 0.1, 0.1], [-0.1, 0.0, -0.2], [-0.2, -0.2, -0.3], [0.0, 0.0, 0.1], [-0.1, 0.0, 0.0], [0.0, 0.0, 0.1], [0.1, 0.0, 0.0], [0.1, 0.0, 0.1], [0.1, 0.0, 0.0], [-0.5, -0.1, 0.2], [-0.3, -0.2, -0.5], [0.6, 0.1, -0.2], [0.2, 0.9, 0.3], [0.1, -1.1, 0.2], [0.0, 0.1, 0.3], [0.0, 0.0, -0.2], [0.0, 0.2, 0.0], [0.0, 0.4, 0.0], [0.0, -0.1, -0.1], [0.0, 0.1, 0.0], [0.1, -0.1, -0.1], [0.0, -0.1, 0.1], [0.0, -0.1, 0.0], [0.1, -0.1, 0.0], [0.3, 0.1, 0.6], [0.5, 0.0, 0.0], [-0.2, 0.2, -0.6], [-0.1, -0.7, -0.2], [-0.4, 0.8, 0.3], [-0.2, -0.2, 0.2], [0.1, 0.1, -0.1], [0.1, -0.2, 0.0], [0.1, -0.3, -0.1], [0.0, 0.1, 0.0], [0.1, 0.0, -0.1], [0.0, 0.1, -0.1], [0.0, 0.0, 0.1], [-0.1, 0.1, 0.1], [-0.1, 0.0, 0.0], [-0.2, -0.3, -0.7], [-0.3, 0.7, 0.6], [0.6, 0.0, 0.1], [-0.2, 0.0, 0.4], [0.4, -0.3, -0.5], [-0.1, -0.3, 0.0], [0.0, 0.2, -0.2], [-0.1, 0.0, 0.1], [-0.2, 0.1, 0.2], [0.0, 0.1, 0.0], [0.0, 0.1, 0.0], [0.1, 0.0, 0.0], [0.0, -0.2, 0.1], [0.2, 0.0, 0.0], [0.1, -0.1, -0.1]],
  "mulliken_charge": [-0.4326, -0.7065, -0.6523, 1.1814, -0.9008, -0.8016, -0.5386, -0.6842, 0.0032, -0.4529, 0.7204, -0.6973, -0.0846, -0.2904, 0.3093, -0.9481, -0.1872, 0.3551, -0.0906, 0.1889, 0.2914, 0.3328, 0.3958, 0.2392, -1.0435, 0.2359, 0.3152, 0.2324, 0.3283, 0.3339, 0.2610, 0.4090, 0.2585, 0.4588, 0.1606, -0.1660, -0.0263, 0.1546, 0.3173, 0.2519, -0.4604, 0.9683, -0.6382, -0.0919, -0.3280, -0.9598, -0.9262, 0.2913, 0.2266, 0.3025, 0.4112, 0.2254, 0.2750, 0.3848, 0.3187, -0.6326, 1.2487, -0.6110, -0.2803, -0.0520, -0.9919, -0.9475, 0.1820, 0.1667, 0.1924, 0.4066, 0.3302, 0.3078, 0.3675, 0.3155, -0.5318, 1.1617, -0.6200, -0.3032, -0.2885, -0.9892, -0.9803, 0.2967, 0.2649, 0.2966, 0.3866, 0.2639, 0.3091, 0.3756, 0.3452, -0.4669, 1.0697, -0.6357, -0.2735, -0.2158, -1.0976, -0.9367, 0.2863, 0.2652, 0.2990, 0.3910, 0.2756, 0.2638, 0.3800, 0.3756]
}



> charge of number 2 (C23H55AlCl2O14PS4)?

-1



> Number 1 is which compound?

C23H54N3O8



> Among the records above, which one has the highest charge?

C23H54N3O8